This record from the OMol25 dataset describes 2 unconnected molecules or ions with the total composition C24H30F6N3O at a distorted geometry. The level of theory is ωB97M-V with the def2-TZVPD basis set.

Each line ends with the natural charge from an NBO analysis.
CARTESIAN COORDINATES (ANGSTROEM)
C: -2.14 3.48 0.47  -0.38
N: -3.31 2.78 0.89  -0.45
C: -4.10 2.22 -0.19  -0.23
C: -5.43 1.73 0.36  -0.08
O: -5.23 0.93 1.53  -0.52
C: -4.67 1.71 2.58  -0.08
C: -3.27 2.19 2.20  -0.23
H: -1.78 4.10 1.30  0.20
H: -1.34 2.80 0.16  0.13
H: -2.39 4.13 -0.38  0.20
H: -4.29 3.04 -0.90  0.20
H: -3.56 1.41 -0.72  0.15
H: -6.06 2.61 0.58  0.17
H: -5.94 1.06 -0.35  0.20
H: -5.29 2.59 2.80  0.17
H: -4.65 1.02 3.44  0.20
H: -2.54 1.37 2.27  0.15
H: -2.98 2.99 2.90  0.20
C: -0.52 -2.59 -5.25  -0.41
N: 0.01 -1.25 -5.18  -0.41
C: 0.43 -0.66 -6.44  -0.29
C: 1.86 -1.06 -6.69  0.97
F: 2.37 -0.58 -7.85  -0.30
F: 2.65 -0.60 -5.65  -0.33
F: 1.97 -2.43 -6.70  -0.33
C: 0.29 -0.63 -3.98  0.30
C: -0.01 0.73 -3.78  -0.27
C: 0.08 1.29 -2.52  -0.07
C: 0.62 0.55 -1.42  -0.18
C: 0.61 1.10 -0.11  0.10
C: 1.17 0.48 1.04  -0.17
C: 1.75 1.27 2.07  -0.12
C: 2.47 0.68 3.10  -0.21
C: 2.56 -0.72 3.22  0.25
N: 3.20 -1.34 4.30  -0.47
C: 4.55 -0.98 4.66  -0.40
C: 2.42 -1.98 5.36  -0.29
C: 2.07 -3.40 5.05  0.97
F: 1.59 -4.06 6.15  -0.32
F: 1.10 -3.50 4.08  -0.34
F: 3.17 -4.08 4.60  -0.33
C: 1.89 -1.51 2.24  -0.23
C: 1.17 -0.93 1.22  -0.13
C: 1.20 -0.72 -1.74  -0.11
C: 0.95 -1.34 -2.94  -0.21
H: -1.18 -2.79 -4.40  0.22
H: -1.11 -2.71 -6.17  0.23
H: 0.27 -3.35 -5.25  0.21
H: -0.19 -1.06 -7.25  0.24
H: 0.37 0.43 -6.39  0.24
H: -0.40 1.30 -4.63  0.23
H: -0.27 2.31 -2.36  0.23
H: 0.34 2.15 -0.03  0.22
H: 1.66 2.35 2.02  0.23
H: 2.92 1.29 3.88  0.23
H: 4.92 -0.14 4.07  0.21
H: 4.60 -0.72 5.73  0.20
H: 5.23 -1.84 4.50  0.21
H: 3.02 -1.98 6.27  0.24
H: 1.47 -1.43 5.50  0.23
H: 1.96 -2.59 2.34  0.25
H: 0.59 -1.56 0.54  0.23
H: 1.84 -1.23 -1.02  0.24
H: 1.31 -2.34 -3.15  0.24

Maximum force ... 1.74 eV/A
Frontier orbital gap ... 0.1874 Eh
Relative energy (zero: lowest compared OMol25 entry of this formula, charge and spin) ... 0.529 eV
Net charge ... +1